DFT (the ωB97M-V functional and the def2-TZVPD basis) results for a cluster of 4 separate species, C17H38Br2N2O7 in total in a non-equilibrium geometry.

## Properties
E_LUMO (eV): 0.430
SMILES string: COCCNCCOC.COCCNCCOC.O=C1OCCO1.BrCCBr
HOMO energy (Eh): -0.3113
Net charge: 0
Energy relative to the best compared isomer or geometry (same formula, charge and spin) (eV): 0.000
Strongest force on any atom (eV/Å): 1.37

Geometry (Å):
C: -10.067 -6.964 -9.408
O: -9.511 -6.619 -8.159
C: -10.081 -5.458 -7.609
C: -9.339 -5.116 -6.332
N: -7.900 -4.932 -6.507
C: -7.551 -3.794 -7.367
C: -6.117 -3.385 -7.082
O: -5.676 -2.516 -8.118
C: -4.550 -1.758 -7.756
H: -9.839 -8.008 -9.612
H: -9.609 -6.342 -10.187
H: -11.149 -6.806 -9.451
H: -11.154 -5.580 -7.420
H: -9.959 -4.615 -8.310
H: -9.566 -5.939 -5.646
H: -9.664 -4.212 -5.810
H: -7.523 -5.796 -6.879
H: -8.242 -2.993 -7.108
H: -7.629 -4.123 -8.407
H: -5.478 -4.274 -7.062
H: -6.017 -2.837 -6.141
H: -3.675 -2.411 -7.642
H: -4.729 -1.200 -6.828
H: -4.364 -1.031 -8.545
C: -16.575 2.334 -2.148
O: -16.189 0.993 -1.949
C: -16.574 0.170 -3.031
C: -16.169 -1.259 -2.718
N: -16.706 -2.131 -3.769
C: -16.345 -3.558 -3.602
C: -17.463 -4.422 -3.063
O: -18.590 -4.286 -3.919
C: -19.654 -5.149 -3.575
H: -16.147 2.753 -3.061
H: -16.341 2.892 -1.242
H: -17.672 2.396 -2.206
H: -16.112 0.574 -3.939
H: -17.663 0.157 -3.189
H: -16.524 -1.446 -1.697
H: -15.075 -1.294 -2.740
H: -17.713 -2.101 -3.602
H: -15.513 -3.661 -2.899
H: -16.012 -3.901 -4.581
H: -17.783 -4.129 -2.054
H: -17.101 -5.456 -3.025
H: -20.200 -5.362 -4.495
H: -20.338 -4.657 -2.876
H: -19.338 -6.107 -3.155
O: -10.271 -0.655 -3.229
C: -11.011 0.260 -3.300
O: -12.352 0.173 -3.089
C: -12.919 1.464 -3.179
C: -11.721 2.422 -3.253
O: -10.677 1.507 -3.643
H: -13.497 1.534 -4.104
H: -13.517 1.692 -2.300
H: -11.465 2.815 -2.270
H: -11.794 3.147 -4.055
Br: -13.340 -4.825 -5.274
C: -12.864 -2.915 -5.205
C: -13.920 -2.138 -5.965
Br: -13.322 -0.288 -6.085
H: -11.905 -2.795 -5.700
H: -12.797 -2.587 -4.173
H: -14.883 -2.165 -5.456
H: -14.103 -2.541 -6.958